The molecule C4H10. Source: the Open Molecules 2025 dataset; level of theory: the ωB97M-V functional and the def2-TZVPD basis.

Structure (XYZ):
```
14
Properties=species:S:1:pos:R:3:lowdin_charge:R:1
H 1.9660 -0.4744 1.2505 0.02
C 1.1252 -0.0633 1.5868 -0.13
H 0.7977 -0.2427 -1.3463 0.09
H 0.9703 -0.5625 2.4355 0.02
H 1.3074 1.0820 1.7896 0.13
H -1.0954 -0.0049 1.3030 0.19
H -1.1093 0.7146 -2.6801 0.12
C -0.0239 -0.3102 0.6381 -0.34
C 0.1434 0.2076 -0.6794 -0.33
H -2.0367 0.6168 -1.2801 -0.01
H -1.5960 -1.0256 -1.6390 0.14
C -1.1393 0.1790 -1.5503 -0.15
H -0.0338 -1.4809 0.6491 0.13
H 0.1977 1.2994 -0.4528 0.13
```

Results
- LUMO energy (eV) = 1.285
- M (g/mol) = 58.1
- calculated total energy (eV) = -4307.4210
- HOMO-LUMO gap (eV) = 11.943
- 2S+1 = 1


A cluster of 2 separate species, C4H10 in total. Source: the Open Molecules 2025 dataset; level of theory: the ωB97M-V functional and the def2-TZVPD basis.

Structure (XYZ):
```
14
Properties=species:S:1:pos:R:3:lowdin_charge:R:1
H 1.6620 0.3343 3.3131 0.01
H -2.0509 -1.4599 -0.6434 0.07
H 1.7858 1.3904 1.8869 0.01
H 0.3790 0.3530 2.1173 0.01
C -1.5271 -1.2234 -1.5760 -0.12
C 0.2882 0.5131 -1.4429 -0.03
C 1.1110 0.9789 2.6343 -0.05
H 0.5616 -1.5108 -1.0347 0.09
H 1.3127 0.7958 -1.2198 0.05
H -0.3477 1.3703 -1.6296 0.06
C -0.1446 -0.7240 -1.2759 -0.25
H 0.6158 1.7820 3.1699 0.01
H -2.1124 -0.4758 -2.1124 0.07
H -1.5334 -2.1238 -2.1868 0.07
```

Results
- LUMO energy (eV) = 1.148
- M (g/mol) = 58.1
- calculated total energy (eV) = -4309.3085
- HOMO-LUMO gap (eV) = 10.853
- 2S+1 = 1


The molecule C4H10. Source: the Open Molecules 2025 dataset; level of theory: the ωB97M-V functional and the def2-TZVPD basis.

Structure (XYZ):
```
14
Properties=species:S:1:pos:R:3:lowdin_charge:R:1
H -1.2474 -0.0019 0.7059 0.12
H -0.2700 2.1569 0.1233 0.07
H 0.1026 -0.2399 -1.9607 0.07
H -1.4632 0.5226 -1.6122 0.07
C -0.7350 -0.2101 -1.2774 -0.08
H -1.1895 -1.1954 -1.1656 0.07
C 0.6196 -1.1475 0.6449 -0.10
H 1.6562 -0.9614 0.3457 0.08
H 0.3932 -2.0814 0.1313 0.07
C 0.3672 1.3525 0.4863 -0.09
H 1.3384 1.3848 -0.0158 0.07
H 0.6724 -1.1963 1.7307 0.08
H 0.5882 1.4637 1.5492 0.07
C -0.2758 -0.0052 0.1971 -0.50
```

Results
- LUMO energy (eV) = 1.226
- M (g/mol) = 58.1
- calculated total energy (eV) = -4310.0678
- HOMO-LUMO gap (eV) = 12.204
- 2S+1 = 1


A cluster of 2 separate species, C4H10BClO2 in total. Source: the Open Molecules 2025 dataset; level of theory: the ωB97M-V functional and the def2-TZVPD basis.

Structure (XYZ):
```
18
Properties=species:S:1:pos:R:3:lowdin_charge:R:1
H 0.0891 -2.6333 -1.7425 0.06
O 0.8886 0.7910 3.4110 0.14
C -0.5584 -0.8033 -2.5874 -0.16
C -0.0007 1.7498 1.2005 -0.04
H -0.3448 2.5753 -0.6104 0.03
H -0.4951 -1.4305 -0.6069 0.03
H -0.1372 -1.2797 2.6935 0.16
H -0.5775 0.1801 -2.2770 0.01
H -1.5810 -1.2801 -2.6143 0.10
H 0.9887 0.2863 4.2777 0.14
C 0.1202 1.8116 -0.1135 -0.01
C 0.0697 -1.5954 -1.4635 -0.65
H -0.1770 2.6933 1.7152 0.08
H 0.3587 0.9146 -0.7010 -0.02
H -0.2172 -0.8122 -3.6526 0.09
O -0.3312 -0.6312 1.9278 0.16
B 0.1986 0.5333 2.2583 -0.73
Cl 1.7065 -1.0697 -1.1148 0.60
```

Results
- LUMO energy (eV) = 0.243
- M (g/mol) = 136.4
- calculated total energy (eV) = -21605.1156
- HOMO-LUMO gap (eV) = 9.931
- 2S+1 = 1